{"formula": "C24H38ClCrN3O6", "method": "ωB97M-V/def2-TZVPD", "elements": ["Cr", "C", "C", "O", "C", "C", "O", "C", "C", "O", "C", "C", "O", "H", "H", "H", "H", "H", "H", "H", "H", "H", "H", "H", "H", "H", "H", "H", "H", "O", "C", "C", "C", "C", "C", "O", "C", "C", "C", "C", "C", "C", "Cl", "C", "C", "C", "N", "C", "N", "C", "N", "H", "H", "H", "H", "H", "H", "H", "H", "H", "H", "H", "H", "H", "H", "H", "H", "H", "H", "H", "H", "H", "H"], "xyz": [[2.620, 0.113, 2.504], [3.517, -2.100, 3.816], [2.424, -1.487, 4.737], [2.302, -0.049, 4.492], [3.371, 0.718, 5.151], [3.902, 1.719, 4.096], [4.310, 0.965, 2.921], [4.391, 1.862, 1.784], [4.352, 1.010, 0.511], [3.139, 0.202, 0.578], [3.396, -1.200, 0.215], [4.033, -1.945, 1.412], [3.102, -1.768, 2.486], [3.556, -3.186, 3.933], [4.503, -1.670, 4.021], [2.618, -1.665, 5.799], [1.463, -1.925, 4.496], [4.194, 0.082, 5.491], [2.952, 1.233, 6.017], [4.760, 2.271, 4.488], [3.100, 2.420, 3.842], [5.320, 2.438, 1.843], [3.536, 2.548, 1.773], [5.257, 0.396, 0.456], [4.304, 1.638, -0.384], [4.012, -1.251, -0.685], [2.443, -1.641, -0.015], [5.006, -1.517, 1.682], [4.148, -3.009, 1.187], [1.147, -0.402, 3.149], [-1.909, 1.585, 0.394], [-2.571, 1.270, -0.966], [-3.549, 2.430, -1.224], [-3.397, -0.004, -0.750], [-1.493, 1.170, -2.133], [-0.576, 2.247, -1.953], [-2.046, 1.306, -3.595], [-2.472, 0.081, -4.439], [-3.654, -0.723, -3.967], [-4.924, -0.154, -3.901], [-6.007, -0.902, -3.460], [-5.828, -2.226, -3.088], [-7.183, -3.163, -2.523], [-4.575, -2.808, -3.166], [-3.494, -2.059, -3.610], [-0.649, -0.116, -2.115], [-0.012, -0.434, -0.862], [0.943, 0.263, -0.187], [1.253, -0.382, 0.911], [0.472, -1.517, 0.886], [-0.279, -1.562, -0.174], [-2.677, 1.748, 1.160], [-1.302, 2.494, 0.354], [-1.302, 0.763, 0.775], [-4.243, 2.539, -0.384], [-4.173, 2.252, -2.106], [-3.028, 3.389, -1.340], [-4.079, 0.128, 0.099], [-2.764, -0.868, -0.527], [-4.028, -0.235, -1.602], [-1.000, 3.072, -2.226], [-1.193, 1.684, -4.177], [-2.790, 2.104, -3.672], [-1.602, -0.577, -4.550], [-2.701, 0.436, -5.452], [-5.074, 0.881, -4.185], [-6.988, -0.451, -3.401], [-4.433, -3.842, -2.881], [-2.521, -2.532, -3.665], [0.124, -0.054, -2.891], [-1.295, -0.961, -2.353], [1.360, 1.205, -0.495], [0.483, -2.276, 1.646]], "forces_ev_per_a": [[-4.636, 2.113, 1.962], [-0.739, 0.186, 0.387], [0.395, 0.024, 0.006], [4.686, 0.588, 4.804], [1.093, 0.254, 0.295], [-0.126, -0.494, 1.251], [2.339, 2.606, 0.034], [0.507, -0.183, -0.490], [0.105, -0.113, 0.300], [5.957, 0.372, -2.845], [1.195, -0.022, 0.207], [-0.352, 0.201, -0.089], [1.583, -3.247, -0.339], [0.026, -0.006, 0.090], [0.061, 0.001, -0.088], [0.473, 0.049, 0.030], [-0.018, 0.258, -0.122], [0.144, 0.052, 0.082], [0.120, 0.192, -0.054], [0.098, 0.017, -0.074], [0.061, -0.140, -0.223], [0.060, 0.018, -0.082], [-0.006, -0.140, 0.240], [-0.138, -0.038, -0.011], [0.038, 0.080, 0.112], [0.270, 0.111, 0.137], [0.237, -0.206, -0.167], [0.012, -0.058, 0.014], [0.067, 0.026, -0.114], [-7.368, -1.971, -3.606], [0.203, 0.055, 0.129], [-0.202, 0.037, 0.517], [-0.077, -0.049, -0.347], [-0.012, -0.192, -0.134], [-0.695, -0.131, -0.030], [0.322, 0.240, -0.230], [0.408, 0.096, -0.501], [-0.011, -0.013, 0.189], [0.185, -0.091, -0.131], [0.036, -0.387, 0.043], [-0.138, 0.192, -0.031], [0.164, 0.049, -0.013], [0.083, 0.092, -0.051], [0.057, -0.148, 0.031], [-0.358, 0.166, 0.029], [-0.343, -0.068, 0.126], [0.617, 0.635, 0.246], [-1.108, -0.742, 0.212], [-4.353, -1.082, -1.259], [0.090, 1.551, -0.083], [-0.953, -0.933, -0.822], [-0.072, -0.015, -0.269], [0.001, -0.203, 0.003], [0.013, 0.119, -0.030], [0.231, -0.068, -0.008], [0.090, 0.079, 0.045], [-0.090, -0.077, -0.027], [0.219, 0.105, -0.035], [-0.074, 0.093, -0.019], [0.043, -0.073, -0.033], [0.022, -0.191, 0.115], [-0.010, 0.105, 0.298], [-0.074, -0.176, 0.237], [-0.183, 0.002, 0.001], [0.114, 0.123, 0.157], [0.011, 0.016, -0.011], [-0.023, -0.049, 0.011], [-0.074, 0.008, 0.019], [0.028, 0.056, -0.015], [-0.155, 0.157, 0.004], [0.103, 0.034, 0.123], [-0.226, -0.015, -0.188], [0.048, 0.161, 0.089]], "fmax_ev_per_a": 8.4, "multiplicity": 5, "s2": 6.0265, "energy_ev": -83192.136}